Formula: C17H17Cl2MnNO
Source: OMol25
Level of theory: ωB97M-V/def2-TZVPD

```
39
Properties=species:S:1:pos:R:3:forces:R:3
C 0.426 1.545 -2.638 -1.36 -1.18 3.13
C -0.345 -1.825 -2.000 -0.25 -1.87 -1.39
C 0.998 0.234 -1.955 1.80 1.28 -2.31
H 0.363 2.334 -1.849 -0.26 -0.33 -0.58
C 0.954 -2.115 -1.206 0.46 -1.51 -1.91
H -0.954 -2.736 -2.045 0.00 0.32 0.32
H 1.061 -0.385 -2.877 -0.35 0.16 0.84
H 0.904 -3.081 -0.709 -0.21 -0.22 -0.28
C 2.384 -0.035 -1.508 1.53 -0.21 0.72
H 2.736 0.507 -0.608 -0.27 -0.36 -0.09
H 3.097 0.241 -2.299 -0.01 0.00 0.13
C -0.981 0.870 -2.840 0.05 -0.54 0.31
H -1.563 1.317 -3.653 0.09 -0.41 -0.13
H -1.558 1.077 -1.932 -0.02 -0.10 -0.12
C -0.918 -0.770 -3.016 -0.49 0.48 -1.40
H -0.483 -0.945 -4.008 0.09 0.04 -0.03
H -1.964 -1.056 -3.150 -0.09 -0.03 0.15
C 2.373 -1.606 -1.333 1.00 0.74 -0.46
H 2.871 -2.079 -2.189 -0.07 0.15 -0.10
H 3.012 -1.909 -0.487 -0.47 -0.01 -0.02
Mn -0.076 -0.815 -0.524 -1.84 4.15 1.89
H 0.848 2.070 -3.495 0.50 -0.92 -0.29
Cl -4.573 0.994 1.097 -0.30 0.01 -0.23
C -3.091 0.919 1.911 -0.07 0.70 1.68
C -2.959 1.421 3.203 -0.82 -0.23 -1.07
C -1.752 1.350 3.900 0.61 -0.29 -0.30
Cl -1.654 1.942 5.501 -0.14 0.08 0.03
C -0.588 0.770 3.316 0.35 -0.46 -0.68
C 0.675 0.606 3.920 -0.95 0.65 0.78
C 1.692 -0.033 3.234 0.99 -1.04 -1.89
C 1.495 -0.509 1.932 0.82 0.70 2.27
N 0.304 -0.342 1.336 -1.13 0.31 0.17
C -0.730 0.271 1.994 0.57 -0.12 0.56
C -1.959 0.315 1.261 0.81 -0.67 -1.28
O -1.968 -0.181 0.072 -0.55 0.66 1.36
H -3.816 1.868 3.691 0.03 -0.04 -0.09
H 0.822 0.975 4.928 0.06 -0.07 -0.12
H 2.668 -0.177 3.680 -0.10 0.04 0.09
H 2.248 -1.025 1.343 0.00 0.14 0.33
```
Forces are in eV/Å.

Computed properties:
* relative energy (zero: lowest compared OMol25 entry of this formula, charge and spin): 54.3 kcal per mole
* spin multiplicity: 6
* E_LUMO (alpha / beta): 0.043 / -2.559 eV
* expectation value of S²: 8.979
* molecular weight: 377.17 g/mol
* HOMO level (alpha / beta): -0.21110 / -0.29970 Eh
* HOMO-LUMO gap (alpha / beta): 5.79 / 5.60 eV
* total charge: 0

These are the Mulliken partial charges, in e, on atoms 1 to 5:
1. C -0.9043
2. C -0.2596
3. C 0.2297
4. H 0.2816
5. C -0.2348